{
  "formula": "C42H73F4N7O9S2",
  "method": "the ωB97M-V functional and the def2-TZVPD basis",
  "symbols": ["O", "S", "O", "F", "C", "C", "C", "C", "C", "N", "C", "C", "C", "C", "C", "O", "C", "F", "F", "F", "C", "C", "S", "C", "C", "C", "C", "C", "C", "N", "C", "C", "C", "O", "H", "H", "H", "H", "H", "H", "H", "H", "H", "H", "H", "H", "H", "H", "H", "H", "H", "H", "C", "C", "C", "O", "C", "N", "H", "H", "H", "H", "H", "H", "H", "H", "H", "H", "H", "C", "C", "C", "O", "C", "N", "H", "H", "H", "H", "H", "H", "H", "H", "H", "H", "H", "C", "C", "C", "O", "C", "N", "H", "H", "H", "H", "H", "H", "H", "H", "H", "H", "H", "C", "C", "C", "O", "C", "N", "H", "H", "H", "H", "H", "H", "H", "H", "H", "H", "H", "C", "C", "C", "O", "C", "N", "H", "H", "H", "H", "H", "H", "H", "H", "H", "H", "H"],
  "coordinates": [[-1.92032, 1.90944, 4.15093], [-0.96238, 0.94438, 4.57173], [0.07014, 1.50710, 5.36228], [-1.67739, -0.09929, 5.50611], [-0.31749, 0.11452, 3.14145], [0.92195, 0.44722, 2.60592], [1.80148, 1.50982, 3.16437], [3.06369, 1.19329, 3.70952], [3.84479, 2.18531, 4.25848], [3.59445, 3.50592, 4.33114], [2.40933, 3.74471, 3.78239], [1.48838, 2.85829, 3.22630], [1.41667, -0.23615, 1.51246], [0.67830, -1.23960, 0.93351], [1.24871, -1.94737, -0.29226], [1.90313, -0.93041, -1.08087], [2.96968, -1.39490, -1.76855], [2.57617, -2.34226, -2.64895], [3.50989, -0.38395, -2.46007], [3.94424, -1.88068, -0.98636], [-0.56652, -1.60133, 1.42964], [-1.04441, -0.91339, 2.52724], [-2.66175, -1.38448, 3.13063], [-2.67674, -3.12225, 2.71613], [-3.35269, -4.02498, 3.49856], [-3.40442, -5.36613, 3.17400], [-2.74684, -5.76122, 2.02315], [-2.03983, -4.86351, 1.26178], [-1.98373, -3.51821, 1.58251], [-1.26177, -2.63417, 0.72168], [-2.20122, -1.98879, -0.27570], [-2.18905, -2.66425, -1.65532], [-1.35133, -1.92319, -2.73544], [-1.25368, -0.51289, -2.52718], [3.41962, 0.16463, 3.70180], [4.79740, 1.87052, 4.69887], [2.11360, 4.79929, 3.76778], [0.53800, 3.22822, 2.84608], [2.39806, 0.04683, 1.14299], [0.42932, -2.41868, -0.84041], [1.93169, -2.74574, 0.02457], [-3.87188, -3.71314, 4.40502], [-3.94845, -6.08000, 3.78560], [-2.74106, -6.79721, 1.68694], [-1.52270, -5.18066, 0.35789], [-2.04844, -0.90618, -0.30047], [-3.20951, -2.14036, 0.14006], [-3.19512, -2.88733, -2.02718], [-1.71888, -3.65209, -1.51872], [-0.35257, -2.35405, -2.89903], [-1.87669, -2.05974, -3.69331], [-0.35604, -0.36624, -2.20381], [-0.49213, 3.82692, -4.36172], [-1.73501, 4.54909, -4.87667], [-2.98573, 4.30456, -4.01852], [-3.59246, 3.04285, -4.21686], [-2.99959, 1.97262, -3.49699], [-1.96089, 4.17618, -6.27734], [-0.50500, 2.75820, -4.57558], [0.40377, 4.23316, -4.83439], [-0.38566, 3.95625, -3.28202], [-1.52193, 5.62202, -4.84272], [-3.74289, 5.03906, -4.30925], [-2.77832, 4.47307, -2.95310], [-2.62621, 2.29500, -2.52093], [-2.19375, 1.51727, -4.07487], [-3.76263, 1.21013, -3.34058], [-2.72958, 4.73068, -6.64490], [-2.32508, 3.22632, -6.28018], [3.32842, 0.66409, -7.83140], [3.13873, 0.02568, -6.45913], [1.69618, -0.43154, -6.18708], [0.79969, 0.61458, -5.86444], [0.26836, 1.31442, -6.97781], [3.61670, 0.95866, -5.43362], [2.93222, 1.67850, -7.87521], [4.38972, 0.72543, -8.07418], [2.84225, 0.07270, -8.61064], [3.77158, -0.86669, -6.42623], [1.71040, -1.08268, -5.30715], [1.30476, -1.03448, -7.01701], [0.11226, 0.65907, -7.83966], [0.92117, 2.14580, -7.25064], [-0.69099, 1.73455, -6.68343], [3.58120, 0.49833, -4.52892], [2.92645, 1.70224, -5.35500], [6.37884, 3.33608, -1.65247], [6.22827, 2.78729, -0.23711], [4.79047, 2.37226, 0.11323], [3.91754, 3.44891, 0.40289], [3.36598, 4.07754, -0.74055], [6.75552, 3.77307, 0.71228], [5.99667, 4.35249, -1.74608], [7.43160, 3.36418, -1.93481], [5.85686, 2.70593, -2.37643], [6.84869, 1.88810, -0.17067], [4.82860, 1.77722, 1.03189], [4.35977, 1.72430, -0.66324], [3.17820, 3.36466, -1.54896], [4.01683, 4.88083, -1.09271], [2.41760, 4.52909, -0.44661], [6.74513, 3.37000, 1.64568], [6.08017, 4.53171, 0.76944], [1.19086, -7.78498, 6.32043], [-0.05039, -7.06589, 5.80173], [-1.28029, -7.22654, 6.70958], [-1.92589, -8.48347, 6.61213], [-1.34211, -9.51662, 7.38500], [-0.32250, -7.51820, 4.43346], [1.14060, -8.86295, 6.16654], [2.07838, -7.42923, 5.79622], [1.33668, -7.59776, 7.38663], [0.18556, -5.99794, 5.76441], [-2.02744, -6.49252, 6.39340], [-1.03843, -6.99710, 7.75537], [-0.93402, -9.14029, 8.32720], [-0.56252, -10.03114, 6.81852], [-2.12144, -10.24482, 7.61041], [-1.09155, -6.96944, 4.05679], [-0.70486, -8.45896, 4.49725], [-5.66151, 3.28381, 0.59299], [-4.73209, 3.30333, 1.80331], [-4.30276, 4.71689, 2.22749], [-3.30516, 5.30099, 1.40654], [-3.78664, 5.90618, 0.22161], [-3.57615, 2.44677, 1.52839], [-5.13074, 3.47061, -0.34102], [-6.13689, 2.30668, 0.49938], [-6.45283, 4.03069, 0.69223], [-5.28344, 2.86797, 2.64229], [-3.85440, 4.64629, 3.22203], [-5.16733, 5.38738, 2.31970], [-4.76745, 6.36748, 0.36815], [-3.83330, 5.17979, -0.59397], [-3.07765, 6.68262, -0.06799], [-3.00820, 2.38368, 2.37039], [-2.98260, 2.94639, 0.86986]],
  "total_energy_ha": -3900.328375,
  "homo_ha": -0.323,
  "smiles": "O=S(=O)(F)c1c(-c2ccncc2)cc(COC(F)(F)F)c2c1Sc1ccccc1N2CCCO.COC[C@@H](C)N.COC[C@@H](C)N.COC[C@@H](C)N.COC[C@@H](C)N.COC[C@@H](C)N",
  "total_charge": 0
}